No. 1
The following is a DFT calculation (the ωB97M-V functional and the def2-TZVPD basis) of a molecular structure, C39H87BMnN4O9 in a non-equilibrium geometry.

```
! RIJCOSX wB97M-V def2-TZVPD def2/J DEFGRID3
* xyz 2 6
Mn -2.79 1.38 0.41
B -0.76 0.55 0.55
H 0.24 0.24 0.79
H -1.38 0.45 1.42
H -0.71 1.62 0.40
H -1.23 0.02 -0.27
C 1.14 -1.37 4.86
C 0.17 -1.71 3.72
C -0.28 -3.23 3.74
N -1.36 -3.63 2.71
C -1.82 -5.03 3.08
C -2.96 -5.60 2.24
C -4.07 -4.61 2.42
C -3.79 -3.18 2.08
C -2.60 -2.66 2.75
C -0.74 -3.52 1.37
H 1.46 -0.34 4.68
H 1.86 -2.17 4.67
H 0.58 -1.30 5.79
H 0.74 -1.63 2.80
H -0.52 -0.90 3.49
H -0.82 -3.38 4.67
H 0.53 -3.95 3.88
H -2.14 -4.99 4.12
H -0.97 -5.67 2.82
H -3.29 -6.53 2.70
H -2.84 -5.65 1.16
H -4.50 -4.63 3.42
H -4.94 -4.99 1.88
H -4.53 -2.40 2.24
H -3.59 -3.06 1.02
H -2.88 -2.63 3.80
H -2.28 -1.66 2.45
H -0.66 -2.49 1.01
H -1.28 -4.20 0.71
H 0.24 -3.98 1.47
C -1.22 -7.41 -1.45
C -0.61 -5.99 -1.73
C -1.48 -5.12 -2.63
N -0.86 -3.83 -3.22
C -1.80 -3.25 -4.33
C -1.43 -1.81 -4.77
C -1.18 -0.87 -3.62
C -0.18 -1.43 -2.58
C -0.59 -2.84 -2.08
C 0.51 -4.31 -3.89
H -2.11 -7.30 -0.83
H -0.64 -8.22 -1.00
H -1.68 -7.86 -2.33
H 0.40 -6.20 -2.09
H -0.45 -5.54 -0.75
H -2.39 -4.79 -2.13
H -1.82 -5.64 -3.52
H -2.73 -3.17 -3.78
H -1.71 -3.77 -5.29
H -2.32 -1.52 -5.34
H -0.71 -1.82 -5.58
H -2.10 -0.60 -3.10
H -0.72 -0.01 -4.12
H -0.11 -0.73 -1.74
H 0.72 -1.51 -3.18
H -1.51 -2.82 -1.50
H 0.31 -3.22 -1.61
H 1.30 -4.55 -3.18
H 0.95 -3.51 -4.48
H 0.25 -5.15 -4.54
C -2.75 7.84 -1.26
C -1.71 6.77 -1.16
C -0.64 7.02 -0.11
N 0.44 5.90 0.14
C 1.60 6.56 0.92
C 2.81 5.63 1.07
C 3.40 5.27 -0.30
C 2.32 4.58 -1.07
C 1.04 5.42 -1.19
C -0.19 4.67 0.89
H -2.30 8.75 -1.65
H -3.21 8.06 -0.30
H -3.49 7.55 -2.00
H -1.19 6.57 -2.09
H -2.18 5.81 -0.95
H -1.09 7.13 0.87
H -0.09 7.91 -0.42
H 1.96 7.48 0.46
H 1.25 6.68 1.94
H 3.57 6.17 1.63
H 2.53 4.81 1.72
H 3.73 6.18 -0.79
H 4.27 4.62 -0.34
H 2.79 4.32 -2.02
H 2.09 3.61 -0.64
H 1.30 6.39 -1.60
H 0.29 4.89 -1.76
H 0.48 3.83 1.03
H -1.06 4.36 0.31
H -0.56 4.98 1.86
C 2.02 1.57 -2.83
C 3.22 1.27 -1.98
C 2.80 0.42 -0.77
N 3.83 0.13 0.39
C 5.01 -0.73 -0.09
C 6.09 -1.03 1.07
C 5.33 -1.77 2.22
C 4.10 -0.98 2.65
C 3.12 -0.57 1.60
C 4.35 1.55 0.78
H 1.48 2.49 -2.60
H 1.30 0.76 -2.78
H 2.41 1.80 -3.82
H 3.60 2.24 -1.64
H 3.81 0.63 -2.63
H 2.29 -0.53 -0.93
H 2.13 1.01 -0.15
H 4.68 -1.62 -0.63
H 5.37 -0.14 -0.93
H 6.99 -1.54 0.72
H 6.50 -0.05 1.33
H 5.12 -2.82 2.03
H 5.78 -1.89 3.21
H 3.68 -1.69 3.37
H 4.38 -0.10 3.22
H 2.51 -1.41 1.27
H 2.33 0.10 1.93
H 4.95 1.93 -0.04
H 4.90 1.40 1.71
H 3.54 2.20 1.11
O -6.15 -0.38 -0.84
C -5.02 0.11 -0.34
O -3.88 -0.32 -0.57
O -4.98 1.20 0.21
H -6.01 -1.29 -1.11
O -3.24 4.05 -2.83
C -2.43 3.11 -2.48
O -1.61 2.73 -3.32
O -2.52 2.56 -1.33
H -2.54 4.13 -3.48
O -3.38 3.40 3.78
C -3.27 2.60 2.76
O -3.10 3.11 1.64
O -3.15 1.41 2.83
H -3.05 2.80 4.46
*
```

The calculation puts the gap between HOMO and LUMO (alpha / beta) at 5.72 / 6.69 eV.



No. 2
The following is a DFT calculation (the ωB97M-V functional and the def2-TZVPD basis) of 6 unconnected molecules or ions with the total composition C39H88INO8P3 in a non-equilibrium geometry.

```
! RIJCOSX wB97M-V def2-TZVPD def2/J DEFGRID3
* xyz -1 1
C 0.56 4.39 3.99
C 0.15 5.30 3.28
C -0.85 6.16 2.41
C -1.45 5.34 1.17
C -2.77 4.53 1.50
C -2.63 2.95 1.47
C -2.09 2.60 2.98
O -3.13 1.90 3.74
N -3.56 2.78 4.72
O -4.74 2.86 4.72
O -3.85 2.16 1.43
P -3.51 0.56 0.79
C -4.80 1.01 -0.53
P -4.95 -0.56 2.07
O -5.80 -1.42 1.14
O -5.91 0.44 3.05
O -4.12 -1.63 3.11
O -2.08 0.98 -0.12
C -1.77 2.35 0.24
P -2.00 3.21 -1.47
O -0.76 4.34 -1.74
I -1.58 1.34 -3.07
H 1.09 3.85 4.82
H -1.65 6.64 3.05
H -0.19 6.97 1.95
H -1.73 6.12 0.39
H -0.60 4.73 0.76
H -3.18 4.93 2.49
H -3.58 4.79 0.74
H -1.13 2.01 2.94
H -1.91 3.55 3.57
H -3.40 -0.71 0.09
H -2.55 0.20 1.83
H -5.74 1.36 0.02
H -4.51 1.85 -1.22
H -5.09 0.10 -1.13
H -6.04 -0.10 3.86
H -3.15 -1.47 3.06
H -0.68 2.43 0.55
H -1.10 5.07 -2.30
C -2.73 -3.53 -1.91
C -2.06 -4.12 -0.68
C -1.14 -3.13 0.04
C 0.05 -2.63 -0.78
C 0.98 -3.72 -1.31
C 1.66 -4.52 -0.21
H -2.00 -3.24 -2.67
H -3.41 -4.26 -2.36
H -3.32 -2.65 -1.65
H -1.51 -5.02 -0.96
H -2.84 -4.44 0.02
H -0.78 -3.59 0.96
H -1.73 -2.26 0.35
H 0.63 -1.94 -0.16
H -0.32 -2.04 -1.63
H 1.76 -3.24 -1.92
H 0.44 -4.39 -1.98
H 2.24 -3.87 0.45
H 2.34 -5.26 -0.64
H 0.93 -5.06 0.40
C -0.43 -8.85 -6.71
C 0.74 -8.06 -6.15
C 0.45 -7.42 -4.79
C -0.68 -6.39 -4.79
C -0.50 -5.21 -5.74
C 0.73 -4.36 -5.42
H -1.30 -8.21 -6.90
H -0.15 -9.32 -7.66
H -0.73 -9.65 -6.03
H 1.05 -7.30 -6.87
H 1.60 -8.74 -6.04
H 1.36 -6.96 -4.41
H 0.19 -8.21 -4.08
H -0.79 -6.00 -3.77
H -1.63 -6.88 -5.02
H -1.38 -4.57 -5.68
H -0.44 -5.56 -6.78
H 0.67 -3.97 -4.40
H 0.79 -3.52 -6.11
H 1.65 -4.94 -5.51
C 0.84 -7.02 2.99
C 1.86 -7.93 3.66
C 3.19 -8.02 2.90
C 3.10 -8.61 1.49
C 2.50 -10.01 1.41
C 3.32 -11.06 2.15
H 0.56 -7.39 2.00
H -0.07 -6.96 3.59
H 1.24 -6.01 2.88
H 1.43 -8.93 3.79
H 2.06 -7.55 4.67
H 3.89 -8.61 3.50
H 3.62 -7.02 2.83
H 4.10 -8.62 1.06
H 2.51 -7.94 0.86
H 2.44 -10.30 0.35
H 1.47 -10.02 1.78
H 4.34 -11.10 1.76
H 2.87 -12.05 2.02
H 3.37 -10.86 3.22
C 1.67 7.83 5.87
C 3.15 7.49 5.91
C 3.43 6.03 6.29
C 2.96 5.62 7.68
C 3.53 6.44 8.84
C 5.04 6.34 8.96
H 1.20 7.71 6.85
H 1.53 8.87 5.56
H 1.14 7.19 5.16
H 3.66 8.17 6.60
H 3.58 7.68 4.92
H 4.51 5.85 6.20
H 2.95 5.38 5.55
H 3.22 4.56 7.83
H 1.86 5.66 7.72
H 3.08 6.08 9.77
H 3.23 7.49 8.74
H 5.35 5.30 9.10
H 5.39 6.91 9.83
H 5.55 6.73 8.08
C 1.84 8.99 -6.29
C 1.59 7.55 -6.73
C 0.24 7.36 -7.43
C -0.99 7.67 -6.57
C -1.10 6.86 -5.27
C -1.22 5.36 -5.50
H 1.11 9.32 -5.55
H 2.83 9.08 -5.84
H 1.80 9.67 -7.14
H 1.67 6.89 -5.87
H 2.38 7.26 -7.42
H 0.18 6.33 -7.80
H 0.21 8.00 -8.32
H -1.89 7.49 -7.17
H -1.01 8.73 -6.32
H -1.98 7.20 -4.73
H -0.24 7.06 -4.62
H -2.10 5.13 -6.12
H -1.33 4.84 -4.55
H -0.34 4.95 -6.00
*
```

As for the relative energy (zero: lowest compared OMol25 entry of this formula, charge and spin): 2.736 eV. The calculation puts the gap between HOMO and LUMO at 7.10 eV.



No. 3
The following is a DFT calculation (the ωB97M-V functional and the def2-TZVPD basis) of 6 unconnected molecules or ions with the total composition C39H90N6O6 in a non-equilibrium geometry.

```
! RIJCOSX wB97M-V def2-TZVPD def2/J DEFGRID3
* xyz 0 1
C 6.06 4.63 15.86
C 6.99 3.55 15.24
C 7.21 3.83 13.76
C 8.37 3.68 15.92
C 8.56 2.99 17.28
C 7.93 1.60 17.35
C 6.56 1.47 16.69
C 6.31 -0.02 16.41
C 5.49 1.97 17.70
N 6.50 2.20 15.44
O 5.21 2.05 14.85
H 5.07 4.21 16.07
H 6.42 4.94 16.85
H 6.00 5.53 15.24
H 6.27 3.94 13.22
H 7.66 4.83 13.65
H 7.88 3.07 13.37
H 9.11 3.24 15.24
H 8.57 4.74 16.06
H 9.64 2.90 17.40
H 8.18 3.63 18.08
H 7.83 1.35 18.41
H 8.64 0.87 16.93
H 6.77 -0.63 17.19
H 6.86 -0.26 15.49
H 5.25 -0.21 16.26
H 5.64 2.97 18.09
H 5.45 1.26 18.53
H 4.52 1.93 17.20
H 5.37 1.45 14.12
C 17.40 1.95 16.94
C 16.30 1.54 15.94
C 16.49 0.09 15.53
C 14.95 1.69 16.62
C 14.40 3.10 16.64
C 14.47 3.82 15.31
C 15.79 3.67 14.58
C 15.60 4.08 13.12
C 16.76 4.77 15.14
N 16.32 2.34 14.72
O 17.57 2.23 14.05
H 17.48 1.18 17.71
H 18.37 2.17 16.49
H 17.07 2.83 17.51
H 15.55 -0.38 15.23
H 17.20 -0.07 14.73
H 16.87 -0.52 16.36
H 14.26 0.91 16.27
H 15.01 1.42 17.69
H 13.32 3.13 16.86
H 14.88 3.68 17.43
H 14.14 4.86 15.45
H 13.67 3.50 14.62
H 16.54 4.16 12.58
H 15.00 4.98 13.04
H 15.12 3.26 12.56
H 16.26 5.74 15.22
H 17.61 4.90 14.47
H 17.14 4.52 16.14
H 17.33 1.74 13.26
C 13.88 9.02 8.11
C 12.86 9.81 8.92
C 12.32 10.93 8.02
C 11.76 8.83 9.33
C 10.92 9.35 10.50
C 11.79 9.77 11.69
C 12.92 10.75 11.34
C 12.32 12.17 11.30
C 13.96 10.67 12.45
N 13.54 10.32 10.11
O 14.71 11.08 9.83
H 14.34 8.22 8.70
H 13.49 8.64 7.17
H 14.73 9.65 7.82
H 13.16 11.51 7.63
H 11.78 10.50 7.17
H 11.60 11.57 8.52
H 11.08 8.75 8.47
H 12.15 7.84 9.55
H 10.34 10.19 10.11
H 10.23 8.59 10.86
H 12.21 8.87 12.15
H 11.10 10.28 12.36
H 11.64 12.28 10.46
H 13.13 12.87 11.06
H 11.86 12.50 12.23
H 14.72 11.44 12.37
H 14.48 9.71 12.36
H 13.51 10.76 13.44
H 15.39 10.40 9.75
C 11.17 1.70 13.63
O 11.67 3.01 13.51
C 11.01 3.74 12.50
C 11.46 5.19 12.65
C 11.18 5.80 14.03
N 10.76 6.03 11.65
H 10.11 1.63 13.38
H 11.35 1.36 14.66
H 11.75 0.94 13.08
H 11.27 3.38 11.50
H 9.92 3.73 12.63
H 12.54 5.24 12.50
H 10.21 6.23 14.26
H 12.07 6.39 14.28
H 11.30 4.94 14.71
H 10.79 7.01 11.89
H 11.24 5.88 10.77
C 11.95 10.48 19.16
O 11.14 9.95 18.15
C 11.80 8.89 17.44
C 11.57 7.56 18.13
C 12.58 6.49 17.76
N 10.22 7.02 17.86
H 12.47 9.69 19.71
H 11.37 11.10 19.84
H 12.75 11.13 18.76
H 11.27 8.88 16.48
H 12.85 9.14 17.27
H 11.62 7.67 19.22
H 12.23 5.59 18.26
H 13.63 6.74 17.93
H 12.65 6.28 16.68
H 9.93 7.28 16.92
H 9.53 7.49 18.45
C 5.41 5.76 7.42
O 6.41 4.81 7.64
C 7.57 5.39 8.22
C 8.60 4.28 8.46
C 8.06 3.36 9.54
N 9.91 4.86 8.78
H 5.78 6.65 6.90
H 4.98 6.17 8.35
H 4.58 5.29 6.89
H 7.97 6.13 7.51
H 7.25 5.87 9.15
H 8.63 3.79 7.48
H 7.46 2.59 9.04
H 7.50 3.81 10.35
H 8.85 2.72 9.95
H 9.97 5.73 8.25
H 9.92 5.17 9.74
*
```

Its structure (SMILES) is CC1(C)CCCC(C)(C)N1O.CC1(C)CCCC(C)(C)N1O.CC1(C)CCCC(C)(C)N1O.COC[C@H](C)N.COC[C@H](C)N.COC[C@H](C)N. As for the relative energy (zero: lowest compared OMol25 entry of this formula, charge and spin): 1.318 eV. The calculation puts the gap between HOMO and LUMO at 8.56 eV.